Below is a cluster of 10 separate species, C26H76Cl2N15O15P3 in total in a non-equilibrium geometry, with properties calculated with ωB97M-V/def2-TZVPD.

```
137
Properties=species:S:1:pos:R:3:forces:R:3
C 10.3497 -5.6062 17.2935 -0.237 -0.072 0.432
N 11.2052 -4.4312 17.4413 -0.217 -0.038 -0.293
C 11.7316 -4.2326 18.7787 0.449 0.272 0.413
P 12.2115 -4.0884 16.1705 -0.469 0.331 0.083
O 13.3693 -4.9882 15.9988 0.352 0.126 -0.288
N 11.2493 -4.0957 14.8217 0.034 -0.504 -0.057
C 9.9232 -3.5200 14.8626 -0.468 -0.038 -0.120
C 11.4582 -5.0322 13.7329 0.626 -0.021 0.096
N 12.6346 -2.5038 16.3951 0.463 -0.004 0.231
C 13.8337 -2.0826 15.6887 0.127 0.094 0.079
C 11.9517 -1.5170 17.1909 -1.055 0.215 -0.174
H 10.7927 -6.4903 17.7645 0.165 -0.014 -0.215
H 10.1348 -5.8119 16.2466 0.107 -0.049 -0.010
H 9.3898 -5.4457 17.7955 0.047 0.109 -0.047
H 11.0523 -4.6398 19.5249 -0.090 0.003 -0.073
H 11.8563 -3.1719 18.9719 -0.124 0.040 0.191
H 12.7236 -4.6711 18.9435 -0.133 -0.280 -0.170
H 9.1500 -4.2894 14.7127 0.160 -0.009 -0.073
H 9.7005 -3.0900 15.8365 0.173 0.195 -0.031
H 9.7852 -2.7672 14.0799 0.041 0.048 0.071
H 12.5043 -5.3345 13.6544 -0.006 0.169 0.277
H 10.8938 -5.9629 13.8871 -0.328 0.174 -0.383
H 11.2378 -4.5178 12.7949 -0.401 -0.331 -0.083
H 13.8963 -0.9944 15.7194 -0.051 0.007 -0.055
H 14.7456 -2.4840 16.1421 -0.055 -0.033 -0.036
H 13.7914 -2.3929 14.6396 0.056 -0.013 0.024
H 10.9040 -1.8039 17.3125 0.159 -0.293 0.369
H 11.8288 -0.5613 16.6679 0.589 -0.035 -0.089
H 12.4010 -1.3616 18.1740 0.075 0.128 -0.039
C 8.0813 -7.2802 11.8790 -0.221 -0.159 0.390
N 8.2325 -7.2036 10.4475 0.051 -0.575 -0.513
C 8.9029 -8.3672 9.8428 -0.328 0.116 0.061
P 8.3736 -5.7662 9.6320 -0.020 0.197 0.123
O 9.7556 -5.3159 9.3844 0.326 0.164 0.161
N 7.4808 -5.9543 8.2578 0.015 -0.271 0.021
C 7.6485 -4.9330 7.2413 -0.210 0.074 -0.303
C 6.7868 -7.1651 7.8671 -0.128 0.089 0.150
N 7.5218 -4.6672 10.5265 0.090 0.266 0.345
C 8.1803 -3.9698 11.6321 -0.717 0.034 -0.114
C 6.0803 -4.8115 10.6539 -0.030 0.335 -0.055
H 9.0263 -7.1480 12.4240 0.010 -0.010 -0.034
H 7.6744 -8.2618 12.1375 0.091 0.003 0.022
H 7.3661 -6.5565 12.2628 0.079 0.120 -0.096
H 8.1796 -9.0517 9.3899 0.007 0.051 -0.039
H 9.4219 -8.9437 10.6092 0.241 0.155 -0.026
H 9.6056 -8.0299 9.0808 0.129 -0.179 0.033
H 6.6783 -4.5515 6.8986 -0.027 -0.086 0.149
H 8.2054 -4.0976 7.6586 0.104 -0.011 -0.100
H 8.1643 -5.3081 6.3510 0.157 -0.015 0.136
H 6.4368 -7.6896 8.7540 -0.003 -0.011 0.002
H 5.9066 -6.8996 7.2773 0.051 -0.031 -0.092
H 7.4213 -7.8503 7.2946 -0.067 0.070 -0.132
H 7.9518 -2.9011 11.5745 0.234 0.035 -0.070
H 7.7633 -4.3060 12.5903 0.279 -0.122 0.024
H 9.2509 -4.1398 11.5879 0.049 0.077 0.039
H 5.8083 -5.7396 11.1663 -0.227 0.009 -0.075
H 5.6019 -4.7535 9.6770 0.028 -0.299 -0.031
H 5.6752 -3.9714 11.2210 0.131 -0.029 0.119
C 8.4995 -8.5731 17.2648 0.239 -0.406 -0.652
N 7.5059 -9.4488 17.8589 -0.061 0.180 -0.619
C 7.8710 -10.8328 18.0702 0.186 0.126 0.781
P 6.1364 -8.7458 18.4755 0.329 -0.134 0.617
O 6.0700 -7.3209 18.1105 0.061 0.179 -0.136
N 4.9276 -9.7617 17.9963 -0.286 -0.200 -0.249
C 4.9380 -10.3171 16.6516 -0.255 -0.127 -0.098
C 3.5748 -9.4666 18.4528 -0.099 -0.212 0.307
N 6.1112 -8.9406 20.1309 -0.384 0.350 -0.205
C 6.7692 -7.9241 20.9286 0.156 0.046 0.443
C 5.8716 -10.2013 20.7877 -0.312 -0.220 0.014
H 9.1521 -8.0954 17.9980 -0.167 0.275 0.000
H 7.9948 -7.8755 16.5990 0.135 0.454 0.385
H 9.1590 -9.1476 16.6029 -0.076 -0.215 0.173
H 7.0047 -11.4895 17.9953 0.015 -0.028 -0.110
H 8.3034 -10.9781 19.0696 0.043 -0.120 -0.090
H 8.6342 -11.1149 17.3481 -0.105 -0.138 -0.132
H 4.3906 -9.6892 15.9376 0.072 0.080 0.062
H 5.9534 -10.4477 16.2915 0.007 0.022 -0.005
H 4.4385 -11.2908 16.6678 0.061 0.002 -0.018
H 3.1063 -8.6925 17.8387 -0.061 -0.011 0.039
H 2.9694 -10.3775 18.4207 0.027 0.025 -0.224
H 3.5670 -9.1558 19.4975 0.167 0.205 -0.101
H 6.3516 -7.8983 21.9405 -0.118 -0.146 -0.097
H 7.8447 -8.1191 21.0507 -0.036 0.104 -0.115
H 6.6079 -6.9377 20.5025 0.138 -0.046 -0.189
H 5.3745 -10.0194 21.7446 0.224 -0.010 0.107
H 6.7810 -10.7918 20.9418 -0.007 0.021 0.161
H 5.1707 -10.7963 20.2040 0.160 -0.071 -0.085
C 12.7609 0.4778 20.5597 0.667 0.791 -0.495
N 12.6349 0.6350 22.0331 -0.108 -0.586 -0.110
O 11.5487 0.9212 22.4824 -0.173 0.164 0.028
O 13.6414 0.4514 22.6825 0.033 0.139 -0.016
H 13.4471 -0.3329 20.3399 -0.166 -0.221 0.169
H 13.2462 1.3989 20.2260 0.010 -0.054 0.057
H 11.8092 0.4251 20.0475 -0.230 -0.277 0.392
C 15.9507 -5.0074 14.7349 0.292 0.006 -0.653
N 15.3299 -6.3199 14.4322 -0.689 0.219 0.461
O 15.4906 -7.2240 15.2163 0.346 -0.129 -0.106
O 14.6242 -6.3792 13.4400 0.206 -0.130 -0.193
H 15.3442 -4.2782 14.2153 -0.070 0.144 0.201
H 16.9401 -5.0193 14.2757 0.048 -0.094 0.207
H 15.9779 -4.8738 15.8060 -0.005 -0.035 0.068
C 17.6841 -1.1003 17.3186 -0.627 0.287 0.134
N 17.2140 -2.2656 18.1214 -0.050 0.084 0.134
O 17.9937 -3.1846 18.2564 -0.003 -0.078 -0.038
O 16.0898 -2.2276 18.5784 0.057 -0.026 -0.153
H 17.5651 -1.3740 16.2737 0.415 -0.120 -0.023
H 18.6938 -0.8700 17.6304 0.161 -0.131 -0.275
H 17.0122 -0.2695 17.5106 0.016 -0.034 0.167
C 12.5649 -8.0528 15.3443 0.176 0.148 -0.160
N 12.9866 -8.9792 16.4254 -0.079 -0.022 0.070
O 12.7126 -10.1565 16.2798 0.058 0.073 0.078
O 13.5779 -8.5093 17.3765 -0.136 -0.138 -0.124
H 11.5811 -8.3516 14.9980 -0.097 -0.024 0.153
H 13.2776 -8.1709 14.5312 0.040 -0.077 0.045
H 12.6341 -7.0353 15.7197 -0.070 -0.058 0.009
C 12.3617 -7.0045 10.9066 -0.021 0.514 1.171
N 13.2688 -7.6675 9.9451 -0.232 -0.618 0.108
O 14.4606 -7.5996 10.1651 -0.135 0.179 -0.149
O 12.7587 -8.2698 9.0201 0.068 0.146 -0.017
H 12.8176 -7.0450 11.8935 0.390 0.019 -0.166
H 11.3911 -7.4762 11.0054 -0.015 -0.153 -0.748
H 12.2586 -5.9594 10.6265 -0.118 -0.071 -0.261
C 15.4256 -5.4479 20.6495 0.036 0.107 -0.220
N 14.4107 -4.5717 21.2999 -0.148 -0.216 -0.346
O 13.5946 -5.0874 22.0366 0.149 0.071 0.049
O 14.4333 -3.4018 20.9859 -0.048 0.273 0.197
H 15.4477 -5.1656 19.6001 -0.111 -0.078 -0.024
H 15.1232 -6.4748 20.8032 0.109 -0.060 0.038
H 16.4050 -5.2144 21.0564 -0.067 -0.039 0.242
Cl 14.3516 1.7946 11.5639 0.138 0.157 -0.006
C 13.3201 0.3805 11.3006 -0.425 -0.064 -0.189
C 12.9382 -0.2928 12.5882 0.274 -0.499 -0.177
Cl 11.8009 0.6731 13.5426 -0.037 0.025 0.193
H 13.8463 -0.3210 10.6574 0.138 0.012 0.048
H 12.4175 0.7029 10.7852 0.087 0.116 -0.070
H 13.8219 -0.5108 13.1830 -0.059 0.147 0.139
H 12.4604 -1.2436 12.3489 -0.129 0.054 0.071
```
Forces are in eV/Å.

## Properties
calculated total energy = -4930.2316 Ha
strongest force on any atom = 1.28 eV/Å
LUMO energy = -0.15 eV
SMILES = CN(C)P(=O)(N(C)C)N(C)C.CN(C)P(=O)(N(C)C)N(C)C.CN(C)P(=O)(N(C)C)N(C)C.C[N+](=O)[O-].C[N+](=O)[O-].C[N+](=O)[O-].C[N+](=O)[O-].C[N+](=O)[O-].C[N+](=O)[O-].ClCCCl
energy relative to the best compared isomer or geometry (same formula, charge and spin) = 23.75 kcal per mole
gap between HOMO and LUMO = 8.4336 eV